ORCA calculation (ωB97M-V/def2-TZVPD) on C27H33GeN2OSbW as an isolated structure.

ORCA input file:
```
! wB97M-V def2-TZVPD RIJCOSX def2/J DEFGRID3
* xyz 4 1
W -0.779 0.541 0.403
O 0.583 -0.551 -0.218
C 1.066 -1.144 -1.358
C 2.123 -2.030 -1.279
C 2.585 -2.609 -2.449
C 1.986 -2.303 -3.673
C 0.930 -1.418 -3.732
C 0.443 -0.807 -2.565
C -0.661 0.132 -2.607
N -1.262 0.826 -1.570
C -2.288 1.599 -2.146
C -2.287 1.398 -3.474
N -1.279 0.495 -3.730
H 2.571 -2.260 -0.321
H 3.411 -3.307 -2.412
H 2.350 -2.764 -4.582
H 0.489 -1.215 -4.699
H -2.949 2.222 -1.572
H -2.906 1.814 -4.253
H -1.033 0.165 -4.654
C -0.083 4.736 0.155
C 1.269 4.043 0.255
Sb 1.288 2.257 1.431
C 0.870 2.787 3.459
C 1.750 3.970 3.865
C 3.188 1.296 1.203
C 4.276 2.346 0.983
H 0.057 5.731 -0.269
H -0.565 4.867 1.126
H -0.762 4.205 -0.519
H 2.004 4.660 0.780
H 1.692 3.791 -0.716
H 1.073 1.898 4.055
H -0.195 3.014 3.514
H 2.813 3.734 3.818
H 1.526 4.222 4.903
H 1.556 4.862 3.268
H 3.093 0.604 0.368
H 3.340 0.723 2.119
H 4.135 2.910 0.062
H 5.234 1.829 0.905
H 4.359 3.044 1.817
Ge -1.575 -1.668 1.627
C -1.984 1.045 1.946
C -2.380 2.075 1.070
C -3.406 2.967 1.380
C -4.042 2.805 2.597
C -3.631 1.809 3.509
C -2.604 0.942 3.204
C -2.764 -2.768 0.752
C -3.234 -2.310 -0.498
C -4.229 -3.006 -1.143
C -4.728 -4.176 -0.558
C -4.255 -4.643 0.669
C -3.271 -3.946 1.340
H -1.228 -1.701 3.113
H -1.806 2.339 0.151
H -3.687 3.765 0.705
H -4.856 3.467 2.866
H -4.132 1.731 4.466
H -2.293 0.206 3.934
H -2.802 -1.401 -0.908
H -4.624 -2.668 -2.091
H -5.500 -4.735 -1.071
H -4.661 -5.551 1.095
H -2.905 -4.305 2.295
*
```

For the energy above the lowest of the compared OMol25 structures with the same formula, charge and spin, the calculation gives 0.295 eV. The calculation puts the maximum force at 0.7 eV/Å. Its HOMO energy is -20.10 eV. The HOMO-LUMO gap comes out at 6.03 eV.

Here are the natural (NBO) charges for atoms 1 to 2, given in e: 1.127 -0.620